Record 1
DFT (ωB97M-V/def2-TZVPD) results for C28H26N4O2PdS as an isolated structure at a distorted geometry.

Cartesian coordinates (Å):
Pd (2.338, -2.125, -1.847)
C (-1.328, 3.410, -0.277)
C (-1.295, 2.479, 0.901)
C (-2.447, 2.257, 1.687)
C (-2.408, 1.325, 2.759)
C (-1.202, 0.757, 3.156)
C (-0.135, 0.840, 2.296)
C (-0.192, 1.662, 1.157)
S (-1.125, -0.124, 4.767)
O (-2.495, -0.240, 5.214)
O (-0.240, 0.723, 5.595)
N (-0.379, -1.472, 4.569)
C (-0.752, -2.453, 3.658)
C (-0.355, -3.765, 3.881)
C (-0.777, -4.778, 2.998)
C (-1.516, -4.455, 1.841)
C (-1.893, -3.081, 1.741)
N (-1.539, -2.162, 2.613)
H (-1.865, 4.333, -0.008)
H (-1.855, 3.001, -1.176)
H (-0.331, 3.583, -0.685)
H (-3.440, 2.692, 1.573)
H (-3.358, 1.142, 3.234)
H (0.777, 0.328, 2.613)
H (0.638, 1.628, 0.447)
H (0.220, -4.083, 4.708)
H (-0.484, -5.813, 3.163)
H (-1.779, -5.216, 1.121)
H (-2.665, -2.814, 0.984)
N (1.015, -0.788, -2.572)
C (0.793, 0.350, -2.930)
C (-0.665, 0.767, -3.299)
C (-0.988, 1.239, -4.537)
C (-2.287, 1.700, -4.825)
C (-3.251, 1.596, -3.836)
C (-2.939, 1.044, -2.571)
C (-1.668, 0.602, -2.309)
C (1.764, 1.495, -2.918)
C (3.106, 1.205, -2.707)
C (3.999, 2.121, -2.173)
C (3.546, 3.442, -1.945)
C (2.254, 3.786, -2.181)
C (1.385, 2.794, -2.654)
H (-0.209, 1.261, -5.304)
H (-2.456, 2.197, -5.771)
H (-4.203, 1.979, -4.140)
H (-3.651, 0.889, -1.806)
H (-1.397, 0.153, -1.360)
H (3.493, 0.218, -2.816)
H (4.995, 1.782, -1.936)
H (4.226, 4.147, -1.594)
H (2.005, 4.812, -2.005)
H (0.285, 3.051, -2.697)
C (2.136, -2.670, 1.613)
C (2.607, -3.864, 0.853)
C (3.040, -3.486, -0.495)
N (3.929, -3.424, -1.276)
H (1.849, -3.007, 2.593)
H (1.207, -2.274, 1.155)
H (2.809, -1.788, 1.695)
H (1.774, -4.519, 0.744)
H (3.378, -4.391, 1.322)

Force components x, y, z for each atom (eV/Å):
Pd 0.4 -0.2 0.1
C -0.5 -0.1 -0.9
C -1.0 -0.8 -0.1
C 0.6 -1.3 1.1
C 0.1 1.4 -1.0
C -1.3 -0.5 0.5
C 0.8 0.5 0.1
C 0.2 -0.3 0.3
S 1.5 1.3 -0.2
O -0.3 0.0 0.0
O -1.1 -0.7 -0.8
N 0.3 -1.5 -0.8
C -0.2 1.5 1.2
C -0.7 -2.0 -1.4
C 0.2 1.1 -0.6
C 0.3 1.3 1.1
C -0.5 -1.9 -0.2
N -0.5 0.5 -0.5
H 0.5 -0.1 -0.1
H 0.1 0.0 0.9
H 0.0 0.4 0.5
H 0.4 0.4 -0.6
H 0.2 -0.2 0.6
H -0.1 0.0 -0.5
H -0.1 0.3 0.2
H 0.5 0.2 0.9
H 0.0 0.1 0.1
H -0.2 0.1 -0.1
H 0.9 0.1 0.3
N 0.3 -2.2 0.8
C -1.9 1.8 -1.4
C 0.7 -0.8 1.5
C -0.3 0.5 -0.9
C 1.0 -0.4 0.8
C 0.4 0.1 -0.2
C 0.1 -0.1 -1.2
C 0.9 0.3 -1.0
C 0.7 0.1 0.8
C 1.2 0.3 0.5
C -1.2 0.6 -0.5
C 0.9 -1.9 -0.3
C -0.2 -0.7 -0.6
C -2.3 1.3 0.1
H -0.1 0.2 0.2
H -0.3 -0.2 -0.1
H -0.8 0.0 0.5
H -1.0 0.2 0.5
H 0.0 0.1 0.0
H -0.2 -0.8 -0.2
H 0.2 0.2 0.0
H 1.1 1.2 0.7
H -0.7 0.3 0.0
H 1.3 -0.3 -0.2
C -1.0 1.5 0.3
C -0.7 0.8 -1.2
C 0.0 0.4 -0.1
N 0.5 0.0 -0.7
H 0.0 0.1 0.7
H 0.5 -0.2 0.1
H 0.0 -0.9 -0.2
H -0.8 -0.7 0.0
H 1.4 -0.8 0.9

Results
Net charge: -2
M: 589.0 g/mol
Energy relative to the best compared isomer or geometry (same formula, charge and spin): 0.0000 eV
E_HOMO: -1.10 eV
Electronic energy: -53826.9449 eV
Gap between HOMO and LUMO: 5.738 eV


Record 2
DFT (ωB97M-V/def2-TZVPD) results for C28H27AsBF4MoN3OSSe as an isolated structure.

Cartesian coordinates (Å):
Mo (0.948, 0.088, -0.473)
O (-0.712, -0.663, -1.287)
N (-1.687, 0.092, -1.834)
C (-2.845, -0.499, -2.179)
C (-3.832, 0.278, -2.736)
C (-3.610, 1.641, -2.930)
C (-2.402, 2.209, -2.571)
C (-1.426, 1.399, -2.009)
S (0.143, 1.947, -1.476)
H (-2.905, -1.559, -1.989)
H (-4.766, -0.186, -3.019)
H (-4.385, 2.258, -3.366)
H (-2.201, 3.262, -2.716)
C (1.241, -3.987, 3.830)
C (2.102, -3.105, 3.188)
C (1.588, -1.985, 2.554)
C (0.208, -1.768, 2.552)
C (-0.659, -2.651, 3.198)
C (-0.129, -3.758, 3.843)
As (-0.471, -0.191, 1.757)
C (-0.076, 1.338, 2.812)
C (-0.242, 2.626, 2.303)
C (0.043, 3.713, 3.110)
C (0.500, 3.510, 4.408)
C (0.677, 2.227, 4.904)
C (0.400, 1.126, 4.105)
C (-2.332, -0.371, 1.379)
C (-2.829, -1.616, 0.980)
C (-4.188, -1.768, 0.763)
C (-5.043, -0.679, 0.914)
C (-4.545, 0.559, 1.294)
C (-3.186, 0.720, 1.535)
H (1.645, -4.855, 4.336)
H (3.169, -3.279, 3.200)
H (2.275, -1.264, 2.120)
H (-1.727, -2.479, 3.219)
H (-0.789, -4.440, 4.363)
H (-0.586, 2.791, 1.288)
H (-0.089, 4.718, 2.731)
H (0.724, 4.363, 5.036)
H (1.030, 2.078, 5.915)
H (0.538, 0.126, 4.495)
H (-2.167, -2.468, 0.875)
H (-4.587, -2.738, 0.497)
H (-6.107, -0.806, 0.760)
H (-5.219, 1.393, 1.439)
H (-2.813, 1.673, 1.887)
F (3.900, 3.720, 1.469)
B (3.603, 3.157, 0.333)
F (2.120, 0.753, 0.781)
F (4.428, 2.317, -0.268)
F (2.426, 3.394, -0.251)
C (4.132, 1.096, -3.022)
N (3.385, 0.108, -3.812)
C (3.338, 0.090, -5.182)
C (2.573, -0.971, -5.544)
N (2.156, -1.584, -4.389)
C (1.377, -2.828, -4.361)
C (2.654, -0.912, -3.340)
Se (2.551, -1.459, -1.534)
H (4.901, 1.518, -3.660)
H (4.594, 0.606, -2.170)
H (3.460, 1.883, -2.686)
H (3.859, 0.818, -5.780)
H (2.303, -1.345, -6.517)
H (2.036, -3.670, -4.565)
H (0.608, -2.768, -5.126)
H (0.924, -2.943, -3.382)

Force components x, y, z for each atom (eV/Å):
Mo -0.5 -0.2 -0.2
O 0.2 0.0 0.1
N 0.3 -0.1 0.1
C 0.0 0.1 0.0
C 0.0 -0.1 0.0
C -0.1 0.0 0.0
C 0.1 0.0 0.0
C -0.2 0.1 -0.1
S 0.0 0.1 0.0
H 0.0 0.0 0.0
H 0.0 0.0 0.0
H 0.0 0.0 0.0
H 0.0 0.0 0.0
C 0.0 0.0 0.0
C -0.1 0.0 0.0
C 0.2 0.1 0.0
C 0.0 -0.2 0.1
C 0.0 -0.1 0.0
C 0.0 0.0 0.0
As -0.1 0.1 -0.1
C 0.1 0.1 0.0
C 0.0 0.0 0.0
C 0.0 0.0 0.0
C 0.0 0.0 0.0
C 0.0 0.0 0.0
C 0.0 0.0 0.0
C 0.0 -0.1 0.0
C 0.1 0.0 0.0
C 0.0 0.0 0.0
C 0.0 0.0 0.0
C 0.0 0.0 0.0
C 0.0 0.0 0.0
H 0.0 0.0 0.0
H 0.0 0.0 0.0
H -0.1 0.0 0.0
H 0.0 0.0 0.0
H 0.0 0.0 0.0
H 0.0 0.0 0.0
H 0.0 0.0 0.0
H 0.0 0.0 0.0
H 0.0 0.0 0.0
H 0.0 0.0 0.0
H 0.0 0.0 0.0
H 0.0 0.0 0.0
H 0.0 0.0 0.0
H 0.0 0.0 0.0
H 0.0 0.0 0.0
F 0.0 -0.1 -0.1
B 0.0 0.1 0.1
F 0.1 0.2 0.1
F -0.1 0.1 0.0
F 0.1 -0.1 0.0
C -0.1 -0.1 -0.1
N 0.0 0.0 0.0
C 0.0 0.0 0.0
C 0.0 0.0 0.0
N 0.0 0.0 -0.1
C 0.1 0.1 0.0
C 0.0 0.0 -0.1
Se 0.0 -0.2 0.1
H 0.0 0.0 0.0
H 0.0 0.0 0.0
H 0.0 0.0 0.0
H 0.0 0.0 0.0
H 0.0 0.0 0.0
H 0.0 0.0 0.0
H 0.0 0.0 0.0
H 0.0 0.0 0.0

Results
Net charge: +3
M: 790.2 g/mol
Energy relative to the best compared isomer or geometry (same formula, charge and spin): 0.0000 eV
Multiplicity: 2
⟨S²⟩: 0.783
E_HOMO (alpha / beta): -16.91 / -16.87 eV
Electronic energy: -186393.3850 eV
Gap between HOMO and LUMO (alpha / beta): 5.985 / 6.263 eV


Record 3
DFT (ωB97M-V/def2-TZVPD) results for a 2-piece molecular cluster, C28H27B2F4NO10S overall at a distorted geometry.

Cartesian coordinates (Å):
C (-4.131, 4.559, 3.646)
O (-4.323, 3.349, 4.461)
B (-3.663, 2.166, 3.876)
O (-4.309, 0.825, 4.072)
C (-2.225, 2.169, 3.048)
C (-0.873, 2.605, 3.867)
C (-0.784, 3.042, 5.447)
O (-0.042, 1.963, 6.143)
C (-0.812, 0.711, 6.189)
C (-0.162, -0.790, 5.838)
O (-2.117, 0.674, 6.568)
C (0.574, 2.612, 3.030)
C (0.613, 2.144, 1.459)
C (-0.725, 1.651, 0.584)
C (-2.157, 1.707, 1.443)
B (-3.506, 1.263, 0.567)
C (-3.803, 1.813, -0.988)
O (-4.539, 0.300, 1.086)
N (-0.605, 1.199, -0.854)
C (0.496, 0.164, -1.050)
C (0.275, -1.294, -1.834)
C (1.527, -2.385, -2.014)
C (1.280, -3.808, -2.791)
C (1.977, -5.115, -2.088)
C (1.951, -5.122, -0.449)
O (1.192, -6.309, -2.547)
C (3.052, -2.057, -1.433)
C (3.290, -0.631, -0.656)
C (4.794, -0.313, -0.030)
F (5.295, 0.949, -0.630)
F (5.690, -1.425, -0.524)
C (4.863, -0.374, 1.607)
F (4.749, 0.981, 2.265)
F (3.897, -1.319, 2.235)
C (2.046, 0.424, -0.477)
S (2.245, 2.074, 0.467)
H (-3.053, 4.967, 3.847)
H (-4.374, 4.329, 2.524)
H (-4.893, 5.393, 4.028)
H (-5.304, 0.946, 4.005)
H (-0.086, 4.006, 5.521)
H (-1.805, 3.323, 5.944)
H (1.000, -0.775, 6.020)
H (-0.614, -1.621, 6.565)
H (-0.451, -1.148, 4.739)
H (1.598, 2.909, 3.553)
H (-3.153, 2.746, -1.275)
H (-3.454, 0.923, -1.702)
H (-4.956, 1.947, -1.195)
H (-4.162, -0.631, 1.111)
H (-0.241, 2.055, -1.370)
H (-0.818, -1.544, -2.243)
H (1.728, -3.677, -3.889)
H (0.109, -3.928, -2.916)
H (3.094, -5.317, -2.430)
H (1.063, -4.482, 0.007)
H (2.947, -4.578, -0.082)
H (1.910, -6.207, 0.001)
H (0.727, -6.739, -1.770)
H (3.860, -2.890, -1.585)
H (5.945, -0.764, 1.927)
C (-0.742, -0.789, -6.818)
C (0.002, -1.065, -5.732)
C (1.024, 0.019, -5.407)
O (1.761, 0.007, -4.415)
C (1.155, 1.167, -6.343)
C (0.420, 1.436, -7.437)
C (-0.674, 0.405, -7.701)
O (-1.510, 0.493, -8.606)
O (0.532, 2.417, -8.235)
O (-0.059, -2.086, -4.980)
H (-1.504, -1.497, -7.122)
H (1.952, 1.849, -6.070)

Force components x, y, z for each atom (eV/Å):
C -0.3 1.1 0.4
O 1.4 -1.6 -2.5
B -1.3 -1.5 0.9
O -0.1 3.9 -0.8
C 3.8 0.2 -1.1
C 0.5 -0.5 -4.2
C 0.2 0.9 -1.4
O -2.5 -2.6 -0.6
C -6.1 -0.9 1.8
C 0.4 0.2 0.5
O 8.3 1.0 -2.5
C -3.0 -1.4 -2.1
C -2.7 -0.6 1.2
C -0.2 1.5 5.1
C 3.2 0.4 0.8
B -1.1 -0.9 -0.4
C 0.4 -0.5 0.0
O 2.8 0.4 -1.2
N 2.4 0.4 1.6
C 3.9 -4.0 -0.5
C 2.8 1.2 1.6
C 1.0 2.9 1.7
C 0.2 1.2 -0.4
C -0.7 -0.7 1.0
C 0.6 1.2 0.3
O 0.2 0.4 1.4
C -4.2 2.7 0.3
C -2.7 -1.1 -1.1
C -1.7 -0.6 -2.5
F -0.9 -3.5 2.3
F -2.0 3.2 1.7
C 1.4 0.3 2.0
F -0.1 -3.9 -2.0
F 2.5 3.1 -2.2
C -1.3 -2.5 -1.3
S -2.0 -1.7 0.2
H -2.0 -0.7 -0.9
H 0.8 0.6 2.1
H 1.6 -2.0 -0.8
H 1.8 -0.2 0.4
H -1.4 -2.3 -0.1
H 1.8 -1.0 -1.0
H -2.3 0.0 -0.7
H 0.8 2.3 -1.5
H 0.8 1.3 2.3
H -2.5 -0.7 -1.2
H -1.5 -1.7 0.4
H -0.6 1.8 1.5
H 2.3 -0.1 0.5
H -0.6 1.8 0.4
H -0.7 -1.2 0.5
H 2.9 0.6 0.8
H -1.2 -0.1 2.4
H 2.6 0.0 0.3
H -2.4 0.6 0.5
H 1.7 -1.4 -1.1
H -2.2 -1.3 -0.6
H 0.2 2.0 -1.0
H 1.0 1.2 -1.3
H -1.6 2.1 0.4
H -2.6 0.9 -0.7
C -1.2 0.9 -2.1
C 1.1 -0.2 1.4
C 0.7 2.3 -1.3
O -0.2 -0.8 0.5
C 1.3 -1.3 2.6
C -1.2 0.9 -2.2
C -0.9 -1.9 0.7
O 0.5 0.5 0.0
O 0.0 -0.5 0.5
O -0.1 -0.2 0.2
H -0.1 -0.1 0.0
H 0.1 0.1 0.0

Results
Net charge: -2
M: 667.2 g/mol
E_HOMO: -0.23 eV
Electronic energy: -74477.0378 eV
Gap between HOMO and LUMO: 2.944 eV


What is the M in the third record?
667.2 g/mol